[1]
# C20H29MnN5OS

C20H29MnN5OS as an isolated structure (wB97M-V/def2-TZVPD, OMol25).

Geometry as XYZ:
```
57
Properties=species:S:1:pos:R:3:lowdin_charge:R:1
Mn -0.44063 0.18781 -0.04065 0.578
C 1.73928 2.48877 1.18814 -0.182
C 2.51008 1.47983 0.34786 -0.185
N 1.88826 0.16462 0.43925 -0.112
C 2.28533 -0.65344 1.58231 -0.239
C 1.57452 -0.31878 2.89372 -0.399
S -0.22806 -0.02285 2.77641 0.941
C -0.39162 1.73212 3.22694 -0.428
C -0.57498 2.67019 2.03920 -0.265
N 0.30922 2.32512 0.93516 -0.104
H 2.08701 3.49874 0.95004 0.125
H 1.93949 2.32033 2.24476 0.098
H 3.56006 1.45651 0.66439 0.120
H 2.47472 1.79591 -0.69684 0.122
H 2.12315 -0.36143 -0.39645 0.120
H 3.36746 -0.59012 1.76146 0.125
H 2.05433 -1.68405 1.33546 0.087
H 2.01044 0.54042 3.40220 0.064
H 1.68066 -1.18237 3.54934 0.074
H 0.46176 1.98805 3.85491 0.069
H -1.28315 1.78747 3.85061 0.075
H -0.44078 3.70456 2.38437 0.124
H -1.59010 2.56649 1.66845 0.097
H 0.04667 2.86513 0.11800 0.109
C 1.46092 -4.76051 1.57077 -0.123
C 0.50596 -3.92195 2.13608 -0.111
C -0.08203 -2.91727 1.38796 -0.102
C 0.28119 -2.69932 0.04774 -0.317
C 1.22762 -3.56652 -0.52161 -0.047
C 1.80194 -4.57738 0.23562 -0.104
N -0.25827 -1.63482 -0.65100 -0.121
N -0.25299 -1.83707 -2.02400 0.039
C -0.38339 -0.73727 -2.66998 -0.398
C -0.60919 -0.75410 -4.10363 -0.033
C -0.74099 0.39835 -4.78471 -0.106
C -0.62524 1.65037 -4.08558 -0.118
C -0.39399 1.61693 -2.75312 -0.201
N -0.29125 0.48204 -2.00726 -0.003
H 1.92264 -5.54565 2.15501 0.089
H 0.20706 -4.06630 3.16852 0.100
H -0.84199 -2.28240 1.81953 0.053
H 1.51520 -3.40846 -1.55132 0.094
H 2.53925 -5.22616 -0.22267 0.096
H -0.67524 -1.72404 -4.57658 0.102
H -0.92337 0.38999 -5.85224 0.095
H -0.69278 2.59505 -4.60537 0.086
H -0.25669 2.54968 -2.21087 0.098
C -3.00901 2.51829 -1.20986 -0.071
O -2.27886 1.77288 -0.23589 -0.251
C -2.33771 0.39684 -0.08538 -0.216
C -3.40066 -0.27990 -0.86865 -0.070
H -2.92153 2.07247 -2.19985 0.080
H -2.57099 3.51419 -1.22146 0.094
H -4.06170 2.59327 -0.92978 0.093
H -4.38961 0.12599 -0.62897 0.085
H -3.39341 -1.34687 -0.65592 0.081
H -3.23399 -0.14935 -1.94458 0.091
```

The value obtained for the molar mass is 442.49 u. As for the spin multiplicity: 2. Its maximum force is 0.0642 Eh/bohr. As for the total charge: 0. The HOMO-LUMO gap (alpha / beta) is 5.652 / 5.857 eV. As for the HOMO energy (alpha / beta): -5.3 / -5.5 eV.



[2]
# C20H29N3O2PtS2Si2

C20H29N3O2PtS2Si2 as an isolated structure (wB97M-V/def2-TZVPD, OMol25).

Geometry as XYZ:
```
59
Properties=species:S:1:pos:R:3:lowdin_charge:R:1
Pt 4.35186 -8.88964 12.14598 0.956
C 3.15727 -11.43548 14.08912 -0.190
Si 4.82024 -10.61625 13.71832 0.457
C 5.83991 -9.88417 15.17387 -0.200
C 5.84113 -11.98199 13.00392 -0.351
C 6.09399 -13.23046 13.63898 -0.091
C 6.68650 -14.29237 12.97183 -0.092
C 7.25110 -14.06310 11.71848 -0.100
C 7.03157 -12.85422 11.08026 -0.102
C 6.31924 -11.83411 11.73786 -0.346
Si 5.76596 -10.25513 10.83593 0.410
C 4.95348 -10.85822 9.22694 -0.230
C 7.42630 -9.31586 10.50267 -0.226
H 2.31522 -10.91591 13.68893 -0.003
H 3.03482 -11.36341 15.19474 0.031
H 3.13569 -12.52962 13.80011 0.054
H 5.14899 -9.78990 16.01677 -0.030
H 6.19898 -8.88903 14.89013 0.019
H 6.69239 -10.60709 15.45480 0.060
H 5.73274 -13.36268 14.64247 0.094
H 6.82081 -15.20954 13.53418 0.098
H 7.84512 -14.81735 11.18802 0.103
H 7.48086 -12.72303 10.06539 0.118
H 5.42271 -10.53874 8.28021 0.027
H 3.88067 -10.57741 9.24759 0.009
H 4.91604 -11.98617 9.30546 0.039
H 7.90914 -9.50975 9.49285 0.038
H 8.14660 -9.55656 11.30080 0.022
H 7.26728 -8.22750 10.51120 -0.012
C 3.72050 -8.44663 17.48700 -0.080
C 3.05064 -7.88864 16.27428 -0.599
N 3.61312 -7.78617 15.12077 0.120
C 2.74132 -7.23989 14.00785 -0.541
C 1.37519 -7.06278 14.64899 -0.393
S 1.34120 -7.33622 16.30872 0.989
C 4.37075 -6.08025 12.18674 -0.273
C 5.17036 -5.04437 11.77917 -0.374
S 5.58274 -5.16155 10.15521 1.078
C 4.76708 -6.74549 10.06739 -0.542
N 4.38010 -7.12908 11.29192 -0.169
C 4.43064 -7.52009 8.84999 -0.069
H 4.78949 -8.29384 17.36958 0.078
H 3.41151 -9.51078 17.65346 0.104
H 3.32171 -7.79705 18.26600 0.070
H 0.45470 -6.82862 14.08015 0.095
H 5.30022 -4.13258 12.35818 0.096
H 4.01522 -6.83781 8.07486 0.099
H 3.72329 -8.31648 9.09546 0.073
H 5.31837 -7.89543 8.37997 0.072
N 1.79490 -4.25617 14.22918 0.006
C 2.30177 -4.86432 13.02137 -0.205
C 3.39981 -5.86912 13.36457 -0.335
O 4.23705 -5.12623 14.25852 -0.028
O 2.65548 -7.95890 12.81988 -0.308
H 1.01717 -3.62725 13.99997 0.096
H 3.63795 -4.84715 14.96463 0.085
H 1.39672 -4.93289 14.88635 0.037
H 2.77465 -4.03406 12.44385 0.135
H 1.53912 -5.30962 12.40084 0.119
```

The value obtained for the molar mass is 658.86 u. As for the spin multiplicity: 3. Its maximum force is 0.0913 Eh/bohr. As for the total charge: 0. The HOMO-LUMO gap (alpha / beta) is 7.466 / 6.384 eV. As for the HOMO energy (alpha / beta): -7.3 / -8.3 eV.



[3]
# C20H29N3O3S

One molecule with the formula C20H29N3O3S (wB97M-V/def2-TZVPD, OMol25).

Geometry as XYZ:
```
56
Properties=species:S:1:pos:R:3:lowdin_charge:R:1
C -0.90268 -3.20025 -5.56967 -0.118
C -0.34139 -3.41625 -4.17204 -0.281
C -1.25591 -2.88970 -3.06831 -0.574
C -0.78573 -3.25616 -1.65406 -0.136
C 0.54346 -2.63066 -1.23249 -0.444
O 1.55908 -2.98334 -1.80291 0.070
N 0.61128 -1.85317 -0.09361 -0.044
C 1.66560 -2.16050 0.86440 -0.006
C -0.55666 -1.15354 0.42723 -0.215
C -0.22694 0.30774 0.77601 -0.067
N -0.04718 0.31832 2.22721 -0.029
C 0.48036 1.30958 2.98367 -0.454
O 0.60739 1.18390 4.19447 0.053
C 0.88930 2.55301 2.26927 0.032
C 1.47279 3.53001 2.95701 0.014
C 1.90604 4.78736 2.38009 -0.278
C 2.51552 5.86854 2.92417 0.043
C 2.66885 6.76427 1.82861 -0.349
C 3.27807 8.12453 1.81597 -0.028
N 2.18788 6.24886 0.73211 0.121
O 1.70210 4.99737 1.06932 0.004
C -0.50913 -0.90308 2.87481 -0.071
C -1.12227 -1.69534 1.73822 -0.368
C -2.57026 -2.09543 1.79366 -0.058
C -1.48688 -3.13219 1.91988 -0.068
S -1.49870 -1.07576 -3.15943 0.879
C -3.12093 -0.98230 -3.94480 -0.400
H -0.24524 -3.63686 -6.32150 0.072
H -1.88745 -3.66215 -5.68049 0.075
H -0.99666 -2.13604 -5.79144 0.057
H -0.18775 -4.48555 -3.99384 0.118
H 0.63939 -2.95083 -4.07813 0.104
H -2.25183 -3.32264 -3.19989 0.109
H -1.58680 -3.04482 -0.95002 0.087
H -0.58211 -4.32958 -1.62047 0.135
H 2.48765 -2.63247 0.33574 0.091
H 2.03888 -1.25066 1.33720 0.096
H 1.29197 -2.83324 1.64066 0.093
H -1.30538 -1.15123 -0.35936 0.099
H 0.67309 0.62672 0.25166 0.130
H -1.05310 0.95945 0.47809 0.135
H 0.70440 2.66092 1.20922 0.107
H 1.64029 3.39251 4.01867 0.129
H 2.81151 6.00821 3.94914 0.120
H 2.74469 8.79101 2.49397 0.082
H 4.31839 8.08178 2.13908 0.082
H 3.23814 8.53771 0.81077 0.079
H 0.33312 -1.42084 3.34215 0.129
H -1.22357 -0.67013 3.66676 0.135
H -3.13238 -1.83909 2.68169 0.106
H -3.13731 -2.06186 0.87161 0.103
H -1.32239 -3.81322 1.09548 0.096
H -1.31672 -3.56372 2.89791 0.112
H -3.38179 0.07292 -4.00505 0.031
H -3.10010 -1.39699 -4.95044 0.025
H -3.87401 -1.49516 -3.34791 0.037
```

The value obtained for the molar mass is 391.54 u. The SMILES is CC[C@@H](CC(=O)N(C)[C@@H]1CN(C(=O)/C=C/c2cc(C)no2)CC12CC2)SC. Its maximum force is 0.0129 Eh/bohr. As for the total charge: 0. The HOMO-LUMO gap is 8.781 eV. As for the HOMO energy: -8.8 eV.



[4]
# C20H29N3O4

One molecule with the formula C20H29N3O4 (wB97M-V/def2-TZVPD, OMol25).

Geometry as XYZ:
```
56
Properties=species:S:1:pos:R:3:lowdin_charge:R:1
C -1.55287 -5.92145 2.07200 -0.096
O -1.79913 -4.54084 2.06548 -0.074
C -1.04655 -3.75673 1.23148 -0.205
C -0.03981 -4.21205 0.39870 -0.020
C 0.67318 -3.33519 -0.40558 -0.031
C 0.37572 -1.98190 -0.40220 -0.269
C -0.64025 -1.51721 0.43446 0.040
C -1.33821 -2.37664 1.26122 -0.187
O -2.30004 -1.98955 2.14808 -0.059
C -2.50442 -0.61087 2.33837 -0.070
H -1.56535 -0.08017 2.52138 0.087
H -3.01126 -0.16152 1.47650 0.080
H -3.14967 -0.52640 3.21217 0.097
H -0.83036 -0.45689 0.46277 0.082
N 1.08645 -1.10203 -1.23657 0.061
H 0.58660 -0.22989 -1.37829 0.087
C 2.46407 -0.85837 -0.86372 -0.303
C 2.58129 0.00186 0.41540 -0.077
N 2.21864 1.38582 0.17998 -0.032
C 1.15706 1.92178 0.81002 -0.441
O 0.43325 1.26637 1.54569 0.037
C 0.88040 3.41112 0.62800 -0.068
H 1.80274 3.99051 0.60407 0.112
H 0.30742 3.71842 1.50555 0.120
C 0.05081 3.69943 -0.63152 -0.125
N -1.15144 2.91524 -0.70104 -0.056
C -1.28809 1.85959 -1.52517 -0.451
O -0.43186 1.46384 -2.29184 0.047
C -2.67398 1.27793 -1.32532 -0.065
H -3.15101 1.09416 -2.28661 0.126
C -3.39657 2.31982 -0.46998 -0.142
H -4.08042 1.87559 0.25039 0.105
H -3.96395 2.99789 -1.10879 0.113
C -2.25636 3.08076 0.21601 -0.135
H -2.47857 4.14166 0.35790 0.126
H -2.00741 2.63687 1.18795 0.119
H -2.57457 0.31675 -0.81770 0.103
H 0.62116 3.45948 -1.53305 0.120
H -0.21668 4.76286 -0.65144 0.130
C 3.04326 2.00466 -0.83250 -0.142
H 2.80398 3.05998 -0.94338 0.107
C 2.84910 1.27381 -2.16311 -0.160
C 3.23235 -0.19552 -2.01160 -0.143
H 3.01615 -0.73281 -2.93468 0.116
H 4.30360 -0.27438 -1.80861 0.114
H 3.46795 1.74430 -2.92880 0.114
H 1.80545 1.34954 -2.46964 0.087
H 4.09194 1.92065 -0.51638 0.131
H 1.91802 -0.39559 1.18643 0.124
H 3.61499 -0.02586 0.78068 0.133
H 2.91524 -1.83301 -0.64449 0.141
H 1.45582 -3.71149 -1.04571 0.111
H 0.20850 -5.26110 0.36664 0.102
H -2.25813 -6.34307 2.78705 0.092
H -0.53125 -6.15060 2.39626 0.094
H -1.72693 -6.36954 1.08709 0.095
```

The value obtained for the molar mass is 375.47 u. The SMILES is COc1ccc(N[C@H]2CCCN(C(=O)CCN3CCCC3=O)C2)cc1OC. Its maximum force is 0.0121 Eh/bohr. As for the total charge: 0. The HOMO-LUMO gap is 7.909 eV. As for the HOMO energy: -7.2 eV.



Look up the maximum force of the first one.
0.0642 Eh/bohr



Which of these has the highest maximum force?
C20H29N3O2PtS2Si2